--- P ---
Density functional theory data (ωB97M-V/def2-TZVPD) for a cluster of 2 separate species, C6H17N2O in total.

The value obtained for the lowest unoccupied orbital energy is -2.742 eV. The value obtained for the highest occupied orbital energy is -11.77 eV.

ORCA input file:
```
! wB97M-V def2-TZVPD RIJCOSX def2/J DEFGRID3
* xyz 1 1
C -1.151 1.762 -0.291
C -2.545 -1.839 0.208
C -3.532 0.533 -0.073
C 3.361 0.493 1.063
C 3.117 -0.619 -1.025
C -1.042 0.293 -0.073
N -2.506 -0.427 0.286
N 2.661 -0.599 0.400
O -0.068 -0.398 0.069
H -0.098 2.270 -0.207
H -1.645 1.966 -1.122
H -1.491 2.281 0.647
H -3.602 -2.010 0.030
H -1.974 -2.164 -0.583
H -2.291 -2.413 1.173
H -3.463 1.447 0.375
H -3.671 0.644 -1.218
H -4.554 0.092 0.135
H 3.031 1.483 0.487
H 3.009 0.464 2.044
H 4.396 0.432 1.067
H 2.813 0.168 -1.665
H 4.112 -0.433 -0.945
H 2.784 -1.429 -1.666
H 2.776 -1.569 0.673
H 1.573 -0.427 0.210
*
```

***

--- Q ---
Density functional theory data (ωB97M-V/def2-TZVPD) for a cluster of 2 separate species, C6H17N2O in total.

The value obtained for the lowest unoccupied orbital energy is -2.837 eV. The value obtained for the highest occupied orbital energy is -13.51 eV.

ORCA input file:
```
! wB97M-V def2-TZVPD RIJCOSX def2/J DEFGRID3
* xyz 1 1
C -2.672 -0.577 0.498
C 2.173 -1.528 -0.476
C 0.418 1.051 -1.996
C 0.755 1.956 1.323
C -2.292 0.173 1.517
C 0.979 -1.374 0.394
N -0.198 0.034 -1.236
N 0.276 -0.125 0.272
O 1.205 0.825 0.467
H -2.500 -1.645 0.450
H -3.056 -0.030 -0.490
H -1.254 0.188 -1.004
H 2.027 -1.631 -1.574
H 2.659 -0.631 -0.379
H 2.718 -2.339 -0.242
H 1.419 1.222 -1.619
H 0.484 0.768 -3.142
H -0.123 1.969 -1.999
H -0.087 2.359 0.758
H 1.416 2.765 1.515
H 0.279 1.590 2.216
H -1.905 -0.396 2.330
H -2.339 1.198 1.431
H 1.246 -1.465 1.549
H 0.309 -2.291 0.318
H 0.098 -0.759 -1.685
*
```

***

Relative energies with respect to the most stable structure, expressed in hartree: P 0.0000; Q 0.1159.

***

--- P ---
Density functional theory data (ωB97M-V/def2-TZVPD) for a structure of composition C3H2NOS.

The value obtained for the lowest unoccupied orbital energy (spin up / spin down) is 4.167 / 4.157 eV. The value obtained for the highest occupied orbital energy (spin up / spin down) is -2.17 / -2.67 eV.

ORCA input file:
```
! wB97M-V def2-TZVPD RIJCOSX def2/J DEFGRID3
* xyz -1 1
C -0.446 0.214 1.378
C 1.036 -0.337 -0.596
C 0.605 -0.113 0.593
N -1.102 -0.051 -1.693
O -0.209 -0.932 -1.521
S -0.926 1.723 0.768
H -0.871 -0.092 2.314
H 1.914 -0.411 -1.244
*
```

***

--- Q ---
Density functional theory data (ωB97M-V/def2-TZVPD) for the ion C3H2NOS with charge -1.

The value obtained for the lowest unoccupied orbital energy is 3.888 eV. The value obtained for the highest occupied orbital energy is -3.38 eV.

ORCA input file:
```
! wB97M-V def2-TZVPD RIJCOSX def2/J DEFGRID3
* xyz -1 1
C 0.036 1.087 0.061
C 0.154 -1.302 0.224
C 0.238 -0.238 -0.586
N -0.481 1.096 1.232
O -0.639 -0.092 1.760
S 0.924 -0.266 -2.114
H 0.036 2.001 -0.691
H -0.267 -2.285 0.114
*
```

***

Relative energies with respect to the most stable structure, expressed in hartree: P 0.1072; Q 0.0000.